No. 1
This record from the OMol25 dataset describes a cluster of 8 separate species, C26H58N4O11S in total in a non-equilibrium geometry. The level of theory is ωB97M-V with the def2-TZVPD basis set.

```
100
Properties=species:S:1:pos:R:3:forces:R:3
C -0.063 -0.696 0.367 -0.56 -0.10 0.52
S 0.949 -2.250 0.668 0.81 -0.04 -2.40
O 0.792 -3.296 -0.453 -0.25 2.00 1.84
C 2.476 -1.320 0.210 0.62 -0.50 0.74
H -0.960 -0.725 0.986 -0.33 -0.61 -0.39
H -0.302 -0.511 -0.680 0.05 -0.45 -0.01
H 0.377 0.220 0.761 0.85 -0.29 -0.06
H 2.423 -0.957 -0.817 -0.32 0.24 0.23
H 3.399 -1.893 0.296 -0.37 -0.81 -0.18
H 2.667 -0.579 0.986 -0.52 0.56 -0.30
C -6.789 -4.634 -4.117 -1.70 1.37 -2.74
O -7.085 -4.378 -5.311 1.26 -0.62 2.64
N -5.711 -4.235 -3.429 0.63 -0.50 0.55
C -5.582 -4.617 -2.038 -0.34 -0.02 1.10
C -4.621 -3.414 -3.897 1.50 -1.12 -0.58
H -7.550 -5.087 -3.464 0.26 -0.45 -0.05
H -4.657 -5.075 -1.689 0.60 0.12 -0.94
H -6.290 -5.381 -1.718 -0.55 0.36 -0.34
H -5.680 -3.730 -1.411 -0.27 0.04 0.17
H -3.718 -3.875 -3.498 0.13 0.32 0.86
H -4.318 -3.603 -4.927 -1.17 0.58 -0.49
H -4.640 -2.363 -3.608 -0.35 -0.07 -0.18
C -7.389 2.605 -1.739 2.41 -1.08 -0.56
O -6.390 1.859 -1.667 -2.04 1.41 0.17
N -7.622 3.456 -2.764 -1.01 0.30 0.21
C -8.932 4.105 -2.829 0.05 -0.72 0.56
C -6.765 3.563 -3.928 -0.11 -0.16 0.09
H -8.174 2.699 -0.973 0.18 -0.36 0.11
H -9.600 3.670 -2.086 0.28 0.08 0.45
H -9.471 3.810 -3.729 0.35 0.69 -0.50
H -8.840 5.168 -2.602 -0.26 0.08 -0.61
H -7.228 3.039 -4.764 0.23 -0.40 -0.06
H -6.679 4.592 -4.279 0.07 0.19 0.41
H -5.788 3.161 -3.661 -0.13 -0.04 -0.26
C 7.117 -2.846 4.773 -0.99 -2.73 0.17
O 7.551 -3.926 4.345 -0.25 1.87 0.48
N 7.527 -1.624 4.525 2.21 2.53 -1.04
C 8.765 -1.390 3.732 0.18 -0.18 -0.06
C 7.053 -0.365 5.153 -0.01 -0.94 0.35
H 6.227 -2.804 5.420 -0.11 -0.26 0.19
H 9.570 -0.983 4.343 -0.18 0.12 0.37
H 8.626 -0.685 2.912 -0.46 0.11 0.10
H 9.200 -2.279 3.276 -0.65 -0.32 0.28
H 6.269 -0.452 5.906 -0.44 -0.78 -0.44
H 7.844 0.031 5.791 0.40 0.39 -0.60
H 6.706 0.310 4.371 0.30 0.18 0.18
C -2.582 5.831 5.603 -0.27 -0.77 -1.45
O -2.506 6.409 6.647 0.05 0.67 0.95
N -3.199 6.284 4.470 -0.91 0.86 1.09
C -3.934 7.581 4.557 1.04 -0.26 -0.81
C -3.256 5.490 3.254 -0.47 -0.57 0.63
H -2.160 4.826 5.446 0.15 -0.13 0.02
H -3.333 8.284 3.980 -0.47 0.22 -0.54
H -3.966 8.077 5.527 0.08 -0.97 0.32
H -4.943 7.452 4.166 0.11 0.15 -0.11
H -4.248 5.429 2.806 -0.14 1.01 -0.15
H -2.493 5.770 2.527 -0.12 -0.11 -0.07
H -3.218 4.436 3.528 0.95 -0.10 0.11
O 7.181 -5.827 -4.400 -0.72 0.26 -2.16
C 7.021 -5.697 -5.606 -0.30 0.88 1.75
O 5.851 -5.115 -6.172 2.29 -1.37 -0.94
C 4.759 -4.863 -5.307 0.59 0.55 1.75
C 3.467 -4.506 -5.971 -0.10 -0.26 -0.94
C 8.061 -6.160 -6.631 -1.42 0.06 -0.39
H 5.086 -4.018 -4.702 -0.14 -0.18 0.59
H 4.645 -5.762 -4.701 -0.17 0.21 0.34
H 3.470 -3.556 -6.506 0.41 -0.14 -0.31
H 2.644 -4.374 -5.268 0.24 -0.43 0.35
H 3.244 -5.338 -6.640 -0.47 0.24 -0.27
H 7.894 -7.236 -6.668 0.00 -0.12 -0.29
H 9.124 -6.038 -6.425 -0.38 0.46 0.59
H 7.801 -5.721 -7.594 0.17 -0.18 -0.05
O -1.996 -0.575 7.918 -1.59 2.25 0.59
C -1.868 -1.553 7.291 0.26 -4.31 -0.56
O -2.829 -2.481 6.830 1.58 1.13 -0.17
C -4.207 -2.200 6.925 -0.23 1.54 0.23
C -4.622 -1.091 5.954 0.07 -0.47 -1.19
C -0.535 -2.232 7.184 1.07 0.71 -0.33
H -4.370 -1.862 7.948 -0.47 -0.18 0.12
H -4.723 -3.136 6.709 0.02 0.12 0.14
H -4.050 -0.165 6.002 -0.22 0.04 0.80
H -5.698 -0.921 5.916 0.01 0.23 0.57
H -4.417 -1.394 4.927 0.15 -0.50 -0.14
H -0.403 -2.964 6.387 -0.28 -0.10 0.38
H -0.291 -2.584 8.186 -0.30 -0.64 -0.10
H 0.229 -1.463 7.078 -0.06 0.19 -0.36
O 5.570 4.905 -2.031 -1.68 0.04 0.62
C 5.163 4.256 -2.966 1.89 1.66 0.03
O 3.932 4.282 -3.519 1.82 -1.80 -0.81
C 2.825 4.810 -2.874 -1.16 0.82 0.67
C 1.666 4.787 -3.888 0.79 0.12 0.05
C 6.210 3.522 -3.738 -0.37 -1.71 -1.30
H 3.134 5.787 -2.503 -0.55 0.33 -0.07
H 2.558 4.226 -1.993 0.11 -0.25 0.06
H 1.905 5.441 -4.727 -0.16 0.23 0.10
H 0.704 5.051 -3.449 0.16 0.10 0.04
H 1.591 3.794 -4.333 -0.04 -0.14 0.25
H 5.971 2.460 -3.691 -0.14 -0.23 -0.17
H 7.249 3.569 -3.412 -0.45 0.71 0.55
H 6.193 3.762 -4.802 -0.22 0.13 -0.02
```
Positions in Å, forces in eV/Å.

***

No. 2
This record from the OMol25 dataset describes a structure of composition C22H14ClIrN2PS2. The level of theory is ωB97M-V with the def2-TZVPD basis set.

Summary:
Charge: +1

```
43
Properties=species:S:1:pos:R:3:forces:R:3
Ir -0.037 0.955 -0.209 0.27 -0.35 -0.10
Cl -2.265 0.294 -0.911 -0.15 0.06 0.09
C -3.294 0.929 0.400 0.12 0.00 0.00
C -4.629 1.135 0.138 -0.02 0.01 0.04
C -5.405 1.681 1.156 0.00 -0.01 -0.02
C -4.840 2.009 2.380 0.01 0.00 0.00
C -3.491 1.780 2.613 -0.03 -0.03 0.04
C -2.695 1.223 1.617 -0.03 -0.03 -0.09
P -0.948 0.812 1.860 0.17 0.15 -0.16
C -0.273 1.949 3.070 -0.08 0.01 0.04
C 0.070 3.243 2.675 0.01 0.01 0.03
C 0.534 4.149 3.610 0.00 0.00 0.00
C 0.660 3.767 4.941 0.00 0.00 0.01
C 0.318 2.483 5.338 0.00 0.01 0.00
C -0.152 1.569 4.406 -0.01 0.00 0.00
C -0.908 -0.843 2.549 0.03 0.00 0.04
C -2.076 -1.572 2.759 0.01 -0.04 -0.02
C -1.998 -2.850 3.295 0.02 -0.01 0.00
C -0.766 -3.392 3.624 -0.01 0.01 0.00
C 0.401 -2.661 3.422 0.01 0.00 0.00
C 0.333 -1.390 2.884 0.02 -0.02 0.01
H -5.053 0.895 -0.827 0.00 0.00 0.00
H -6.456 1.863 0.978 0.00 0.00 0.00
H -5.452 2.448 3.156 0.00 0.00 0.00
H -3.050 2.034 3.569 0.00 0.00 0.00
H -0.012 3.542 1.637 -0.01 0.01 0.00
H 0.807 5.150 3.304 0.00 0.00 0.00
H 1.030 4.475 5.670 0.00 0.00 0.00
H 0.421 2.189 6.374 0.00 0.00 0.00
H -0.415 0.567 4.717 0.00 0.01 0.00
H -3.044 -1.156 2.511 0.00 0.02 0.00
H -2.903 -3.419 3.455 0.00 0.00 0.00
H -0.709 -4.389 4.041 0.00 0.00 0.00
H 1.362 -3.085 3.681 0.00 -0.01 0.00
H 1.244 -0.824 2.727 -0.01 0.02 0.00
S 1.021 -0.963 -0.468 -0.31 0.00 -0.10
C 2.675 -0.659 -0.088 -0.02 -0.03 0.03
C 3.500 -1.810 0.079 0.09 -0.02 0.06
N 4.140 -2.751 0.235 -0.02 -0.01 -0.01
C 3.105 0.617 0.041 -0.15 0.05 0.02
S 1.956 1.890 -0.156 -0.01 0.22 0.13
C 4.454 0.980 0.323 0.13 -0.06 -0.02
N 5.541 1.277 0.545 -0.02 0.03 0.02
```
Positions in Å, forces in eV/Å.

***

No. 3
This record from the OMol25 dataset describes a cluster of 2 separate species, C2H8OS in total. The level of theory is ωB97M-V with the def2-TZVPD basis set.

Summary:
Charge: +1
<S²>: 0.75
2S+1: 2

```
12
Properties=species:S:1:pos:R:3:forces:R:3
C -0.578 0.037 2.042 0.07 0.54 0.01
S -1.613 -1.378 2.100 -0.11 -0.05 0.18
H -1.208 0.897 1.783 -0.04 -0.07 -0.16
H -0.208 0.292 3.041 -0.03 -0.27 0.23
H 0.251 -0.097 1.364 0.12 0.04 -0.18
H -0.861 -2.179 1.323 0.02 -0.20 -0.05
C 0.880 0.730 -1.976 -0.11 -0.19 0.09
O 0.604 -0.644 -2.209 0.03 -0.27 0.31
H 1.890 0.900 -2.331 0.00 0.14 -0.11
H 0.173 1.372 -2.491 -0.04 0.17 -0.25
H 0.849 0.998 -0.918 0.07 -0.05 0.21
H -0.179 -0.928 -1.726 0.00 0.24 -0.27
```
Positions in Å, forces in eV/Å.

***

No. 4
This record from the OMol25 dataset describes a structure of composition C8H26F6N6O12SY in a non-equilibrium geometry. The level of theory is ωB97M-V with the def2-TZVPD basis set.

Summary:
Charge: +1

```
60
Properties=species:S:1:pos:R:3:forces:R:3
Y -4.200 -25.862 -3.327 0.21 -0.52 0.96
C -3.141 -32.254 -3.008 1.84 1.99 1.52
F -4.394 -32.512 -2.959 -2.28 -0.73 -0.17
F -2.453 -33.263 -2.475 0.04 0.14 -0.19
F -2.770 -32.060 -4.258 0.35 -0.08 -0.76
S -2.873 -30.644 -1.953 -0.04 2.28 1.93
O -3.391 -29.449 -2.702 0.47 -0.45 -1.23
O -3.744 -30.785 -0.804 -0.07 -1.19 -0.22
O -1.464 -30.534 -1.594 -0.64 -0.55 -1.19
C -6.842 -21.833 -0.852 0.69 0.61 -2.39
O -6.102 -20.584 -0.763 -0.52 -0.45 0.08
O -6.046 -22.705 -1.612 -0.72 0.04 1.63
C -7.413 -22.244 0.566 4.66 0.35 0.15
F -8.567 -21.840 0.901 -2.99 2.32 0.01
F -7.482 -23.533 0.747 0.73 -2.36 -0.26
F -6.511 -21.742 1.499 -0.66 -0.52 -0.30
C -6.699 -19.374 -1.274 0.08 -0.40 1.12
C -7.571 -18.652 -0.217 -0.17 0.40 -1.31
H -8.623 -18.922 -0.128 0.15 -0.83 0.01
H -7.111 -18.619 0.770 0.11 0.01 -0.24
H -7.674 -17.658 -0.652 0.23 0.49 0.44
H -7.158 -19.504 -2.254 -0.64 -0.44 0.11
H -5.872 -18.711 -1.526 0.33 -0.10 0.41
H -7.730 -21.590 -1.436 -0.59 -0.08 -0.21
O -1.351 -26.066 -4.901 -1.03 0.14 0.41
H -1.038 -26.822 -5.399 -0.08 -0.50 -0.07
H -0.640 -25.428 -4.960 0.12 0.43 0.19
O -6.091 -27.042 -0.819 0.42 0.41 -1.03
H -7.044 -26.949 -0.826 -0.28 0.11 -0.04
H -5.883 -27.303 0.078 0.43 -0.15 0.28
O -7.277 -26.824 -4.442 0.85 0.46 0.34
H -7.586 -27.549 -4.985 0.17 -0.32 -0.26
H -8.040 -26.571 -3.922 -0.25 0.20 0.22
O -4.368 -23.661 -5.970 0.04 -0.58 0.79
H -4.777 -22.820 -5.767 -0.15 0.32 0.22
H -4.278 -23.660 -6.923 0.10 -0.25 -0.32
C -1.536 -21.390 -3.322 1.58 4.05 -1.16
O -1.799 -22.490 -3.190 -3.18 -9.38 1.15
N -2.332 -20.358 -3.241 -3.96 2.13 0.75
N -0.355 -20.966 -3.621 4.53 2.42 -0.89
H -2.092 -19.476 -3.671 -0.54 -0.30 0.17
H -3.288 -20.612 -3.034 -0.09 0.67 0.04
H 0.465 -21.512 -3.843 -0.38 0.17 0.40
H -0.342 -19.988 -3.368 1.75 -0.19 -0.47
C -1.655 -25.775 0.766 -0.25 -0.97 -2.39
O -2.178 -25.742 -0.336 -1.50 -0.09 -2.91
N -0.828 -26.703 1.121 2.01 -2.64 0.82
N -1.862 -24.860 1.628 -0.91 3.92 3.24
H -0.751 -27.516 0.527 0.22 -0.03 0.37
H -0.366 -26.611 2.014 0.10 -0.66 -0.40
H -1.430 -24.912 2.540 -0.25 0.46 -0.21
H -2.223 -23.991 1.261 -0.09 -0.07 0.52
C -4.892 -28.950 -7.496 -0.14 -4.12 -3.40
O -4.552 -28.262 -6.615 0.64 3.54 4.47
N -4.288 -29.020 -8.663 2.23 1.33 -3.18
N -5.746 -29.984 -7.485 -2.52 -0.22 2.57
H -3.358 -28.634 -8.740 -0.35 0.00 -0.36
H -4.667 -29.612 -9.389 0.63 0.31 0.10
H -5.950 -30.584 -8.271 -0.02 0.22 0.57
H -6.253 -30.018 -6.612 -0.42 -0.76 -0.43
```
Positions in Å, forces in eV/Å.

***

Number 1: total energy -2470.17811 Eh. Number 2: total energy -2658.29324 Eh. Number 3: total energy -554.03878 Eh. Number 4: total energy -2587.10870 Eh.